ORCA calculation (the ωB97M-V functional and the def2-TZVPD basis) on an isolated molecule of C6H9N.

**Orbital gap (alpha / beta)**: 7.815 / 6.023 eV
**Total energy**: -7854.199 eV
**ΔE to the lowest compared entry with this formula, charge and spin**: 382.1 kJ/mol
**Lowest unoccupied orbital energy (alpha / beta)**: 0.727 / 0.348 eV
**M**: 95.145 g mol⁻¹
**HOMO energy (alpha / beta)**: -7.09 / -5.68 eV

Positions of all 16 atoms, in Å:
H (-2.275, 0.990, 0.466)
H (3.095, 0.546, -0.370)
C (-1.333, 1.542, 0.478)
H (1.299, 2.287, -0.118)
H (-0.776, -2.660, -0.118)
C (0.048, -0.680, 0.048)
N (1.109, 1.302, -0.198)
H (-1.423, 2.528, 0.016)
H (-1.308, -1.725, 1.302)
C (-1.053, -1.662, 0.235)
H (-0.625, 0.579, -1.064)
C (-0.194, 0.756, -0.016)
C (2.048, 0.319, -0.205)
C (1.431, -0.906, -0.080)
H (1.925, -1.870, -0.095)
H (-1.969, -1.346, -0.282)

Atom charges from the natural (NBO) analysis, given in e for atoms 1 to 6: atom 1 (H): 0.18, atom 2 (H): 0.21, atom 3 (C): -0.58, atom 4 (H): 0.41, atom 5 (H): 0.22, atom 6 (C): 0.02